Molecular formula: C26H26BrI2NO4
Method: DFT, ωB97M-V/def2-TZVPD

Atoms and positions in Å:
C: -3.438933 5.506017 -1.435361
C: -3.943042 5.147838 -2.817641
I: -5.546428 6.356516 -3.512178
C: -3.406594 4.155319 -3.529816
I: -4.152296 3.757947 -5.503864
C: -2.279549 3.299645 -3.068066
C: -1.051480 3.827654 -2.770749
C: -0.004907 3.042649 -2.357338
C: -0.222360 1.680353 -2.250533
C: -1.442879 1.117536 -2.520267
C: -2.478966 1.919004 -2.938144
C: -3.814621 1.315953 -3.211766
C: -4.903366 1.605288 -2.389746
C: -6.082822 0.975708 -2.765772
C: -6.099816 0.159360 -3.873282
N: -5.082476 -0.169427 -4.673344
C: -3.971877 0.446427 -4.270915
C: 0.885667 0.737476 -1.835358
O: 0.766888 -0.466087 -1.947592
C: 2.134915 1.359253 -1.304323
C: 2.340270 2.665672 -1.382100
Br: 3.958782 3.337932 -0.629384
C: 1.343030 3.604638 -2.029500
O: 1.662830 4.757434 -2.243401
H: -3.244636 6.586131 -1.411987
H: -4.242701 5.348227 -0.706502
H: -2.516264 5.001628 -1.159005
H: -0.883756 4.899542 -2.847835
H: -1.565538 0.047067 -2.397024
H: -4.801665 2.278213 -1.546273
H: -6.991964 1.125005 -2.193319
H: -7.061122 -0.283436 -4.142577
H: -3.077268 0.231158 -4.861613
H: 2.849537 0.694494 -0.829044
C: 2.900770 -1.050638 3.824201
C: 3.990878 -1.595930 2.915345
C: 3.622563 -0.970744 1.578999
O: 2.996866 0.284724 1.870423
C: 2.704349 0.352568 3.271617
H: 3.165595 -1.057286 4.880280
H: 1.986897 -1.635229 3.698565
H: 4.967151 -1.229859 3.244073
H: 4.029704 -2.683918 2.880913
H: 2.901003 -1.591211 1.034745
H: 4.490562 -0.804688 0.937916
H: 3.402422 1.061814 3.729618
H: 1.689029 0.724672 3.414568
C: 2.736791 -6.771137 4.348389
C: 2.609366 -6.322203 2.899273
C: 1.946095 -4.962233 3.052319
O: 2.387587 -4.428530 4.305954
C: 3.042259 -5.459137 5.054252
H: 3.503529 -7.527829 4.508922
H: 1.782719 -7.172402 4.698885
H: 3.602321 -6.207656 2.457110
H: 2.036343 -7.006044 2.274749
H: 0.855365 -5.053002 3.087174
H: 2.210804 -4.271583 2.249201
H: 4.117542 -5.249080 5.053013
H: 2.686889 -5.441576 6.085116

Force components x, y, z for each atom (eV/Å):
-0.63 0.83 -0.22
0.37 -0.13 0.15
0.49 -0.29 0.43
-0.55 0.43 -0.73
0.51 -0.01 0.51
-0.98 -0.40 -0.31
0.54 1.55 -0.11
0.62 -0.57 0.25
1.16 -0.93 0.48
-0.18 -0.29 -0.17
-0.77 -0.09 -0.18
0.11 0.48 0.92
0.11 -0.51 -0.89
0.10 0.69 0.84
-1.50 -0.96 -0.78
0.10 1.07 1.35
1.26 -0.77 -1.15
0.03 0.17 -0.19
0.12 0.49 0.22
-0.41 -0.65 0.04
0.10 0.11 0.15
-0.63 0.17 -0.42
0.85 0.87 0.19
-0.57 -0.66 0.05
0.05 -0.18 0.02
0.26 -0.17 0.01
-0.26 -0.19 0.03
-0.02 -0.12 -0.12
-0.02 0.09 -0.06
-0.15 -0.08 -0.02
0.03 -0.06 -0.14
0.19 0.01 0.03
-0.18 0.06 0.04
-0.11 0.04 -0.12
-0.23 -0.08 -0.03
0.22 0.06 0.02
-0.16 -0.04 -0.11
0.02 -0.12 0.04
0.17 0.14 0.03
0.00 0.00 -0.01
0.03 -0.02 0.06
0.00 -0.02 -0.03
-0.05 0.01 0.03
0.06 -0.06 -0.01
-0.04 0.08 -0.02
-0.04 0.00 0.06
0.00 0.03 -0.10
-0.17 -0.08 0.07
0.18 0.02 -0.09
-0.19 0.06 0.07
0.03 -0.18 -0.08
0.17 0.12 -0.01
0.01 0.03 0.00
0.02 0.00 0.01
-0.02 0.00 -0.02
-0.02 0.02 0.01
0.00 -0.02 -0.09
0.00 0.06 0.06
0.01 -0.07 0.06
-0.03 0.09 -0.02

## Properties
- Kohn-Sham gap: 7.6 eV
- Energy: -123305.7972 eV
- LUMO: -1.39 eV
- HOMO energy: -8.99 eV